<A>
Below is C23H25N3O5S in the gas phase, with properties calculated with wB97M-V/def2-TZVPD.

Properties
**SMILES**: O=C(CN(CCc1ccccc1)C(=O)CNS(=O)(=O)c1ccccc1)NCc1ccco1
**LUMO**: 0.45 eV
**Frontier orbital gap**: 0.316 Ha

```
! RIJCOSX wB97M-V def2-TZVPD def2/J DEFGRID3
* xyz 0 1
O 1.402 -1.012 3.727
C 0.775 -0.976 2.688
C 0.029 -2.221 2.184
N -0.008 -2.390 0.747
C 1.117 -3.071 0.142
C 2.348 -2.178 -0.097
C 2.224 -1.331 -1.336
C 2.099 0.049 -1.264
C 1.965 0.805 -2.415
C 1.952 0.192 -3.654
C 2.091 -1.183 -3.739
C 2.231 -1.938 -2.589
C -1.113 -1.984 0.097
O -2.102 -1.564 0.683
C -1.139 -2.051 -1.431
N -2.146 -1.126 -1.912
S -1.623 0.475 -1.704
O -1.123 0.936 -2.961
O -0.707 0.547 -0.589
C -3.135 1.331 -1.295
C -3.726 2.152 -2.235
C -4.904 2.805 -1.910
C -5.467 2.629 -0.656
C -4.862 1.801 0.278
C -3.685 1.144 -0.041
N 0.645 0.111 1.913
C 1.170 1.410 2.304
C 2.586 1.341 2.782
C 3.739 0.907 2.193
C 4.763 1.081 3.155
C 4.156 1.611 4.250
O 2.844 1.774 4.031
H -1.006 -2.131 2.534
H 0.484 -3.095 2.656
H 1.403 -3.877 0.826
H 0.802 -3.526 -0.798
H 2.508 -1.552 0.781
H 3.213 -2.838 -0.205
H 2.099 0.535 -0.302
H 1.858 1.876 -2.341
H 1.832 0.781 -4.549
H 2.090 -1.670 -4.704
H 2.348 -3.011 -2.662
H -0.188 -1.745 -1.866
H -1.401 -3.059 -1.767
H -2.988 -1.248 -1.358
H -3.251 2.263 -3.197
H -5.380 3.451 -2.633
H -6.385 3.140 -0.404
H -5.306 1.667 1.252
H -3.192 0.488 0.660
H 0.078 0.094 1.073
H 0.572 1.827 3.124
H 1.082 2.062 1.432
H 3.858 0.516 1.203
H 5.801 0.843 3.040
H 4.536 1.907 5.208
*
```



<B>
Below is C23H25N3O5S in the gas phase, with properties calculated with wB97M-V/def2-TZVPD.

Properties
**SMILES**: CCc1ccc(NS(=O)(=O)c2ccc3[nH]cc(C(=O)NC[C@@H]4CCCO4)c(=O)c3c2)cc1
**LUMO**: -0.30 eV
**Frontier orbital gap**: 0.301 Ha

```
! RIJCOSX wB97M-V def2-TZVPD def2/J DEFGRID3
* xyz 0 1
C -1.511 3.210 -0.714
C -0.668 2.256 0.134
C -1.483 1.071 0.564
C -1.615 -0.030 -0.273
C -2.338 -1.138 0.124
C -2.952 -1.164 1.373
N -3.563 -2.323 1.868
S -3.063 -2.888 3.381
O -3.825 -2.255 4.413
O -3.098 -4.315 3.285
C -1.392 -2.232 3.458
C -1.065 -1.332 4.465
C 0.049 -0.533 4.336
C 0.794 -0.570 3.150
N 1.786 0.343 2.911
C 2.356 0.445 1.694
C 2.097 -0.412 0.670
C 2.699 -0.067 -0.657
O 3.279 0.997 -0.823
N 2.553 -1.005 -1.609
C 2.766 -0.692 -2.996
C 1.427 -0.318 -3.675
C 1.659 0.345 -5.038
C 1.831 1.824 -4.666
C 1.241 1.920 -3.245
O 0.717 0.641 -2.923
C 1.194 -1.534 0.864
O 0.974 -2.415 0.037
C 0.492 -1.516 2.158
C -0.595 -2.369 2.348
C -2.885 -0.038 2.188
C -2.152 1.061 1.783
H -1.871 2.699 -1.603
H -0.920 4.071 -1.019
H -2.372 3.561 -0.147
H 0.185 1.915 -0.455
H -0.294 2.788 1.011
H -1.112 -0.026 -1.230
H -2.406 -2.001 -0.523
H -3.596 -3.088 1.210
H -1.719 -1.255 5.318
H 0.312 0.173 5.109
H 2.014 1.011 3.634
H 3.047 1.261 1.532
H 1.950 -1.793 -1.380
H 3.454 0.155 -3.035
H 3.207 -1.551 -3.507
H 0.789 -1.206 -3.725
H 0.780 0.207 -5.667
H 2.526 -0.067 -5.549
H 2.882 2.109 -4.663
H 1.304 2.474 -5.361
H 0.415 2.630 -3.175
H 2.012 2.197 -2.515
H -0.820 -3.094 1.581
H -3.387 -0.057 3.142
H -2.087 1.922 2.434
*
```



<C>
Below is a molecular structure, C23H25N3O5S, with properties calculated with wB97M-V/def2-TZVPD.

Properties
**LUMO**: 0.14 eV
**Frontier orbital gap**: 0.259 Ha

```
! RIJCOSX wB97M-V def2-TZVPD def2/J DEFGRID3
* xyz 0 1
C 1.918 0.869 4.190
H 1.947 1.165 5.292
O 3.059 1.071 3.583
C 3.348 0.876 2.303
C 2.382 0.719 1.532
C 2.669 0.292 0.106
C 4.035 0.286 -0.363
C 4.920 0.850 0.348
C 4.703 1.029 1.681
H 5.469 1.204 2.474
H 5.894 0.758 -0.158
O 4.054 0.272 -1.968
C 5.354 0.431 -2.234
H 5.666 1.231 -2.322
H 5.987 -0.325 -1.958
H 5.258 -0.050 -3.421
N 1.621 -0.004 -0.703
C 0.304 -0.197 -0.634
O -0.458 0.068 0.359
C -0.503 -0.590 -1.918
C -1.866 -0.445 -1.874
N -2.570 -0.502 -0.816
C -4.044 -0.436 -0.804
O -4.578 -0.801 -1.762
C -4.717 0.133 0.444
N -4.326 1.254 1.143
H -3.171 1.451 1.152
C -4.674 1.463 2.401
C -3.653 0.523 3.479
C -3.979 -0.664 4.079
C -2.864 -0.909 4.636
C -1.919 0.238 4.545
O -2.555 1.029 3.777
H -0.879 0.345 5.017
H -2.559 -1.818 5.342
H -4.993 -1.268 3.787
H -4.425 2.689 2.716
H -5.612 0.984 2.703
H -4.316 -0.906 1.279
H -5.658 -0.216 0.390
H -2.074 -0.289 0.249
S -2.547 -1.153 -3.428
C -0.979 -1.008 -4.076
C 0.043 -0.740 -3.105
C 1.312 -0.766 -4.034
H 1.879 -1.410 -3.271
H 1.656 0.160 -3.917
C 0.832 -1.458 -5.085
H 1.378 -0.938 -6.184
H 1.179 -2.587 -5.357
C -0.688 -1.205 -5.508
H -1.170 -2.067 -5.953
H -1.051 -0.289 -6.088
H 1.910 -0.182 -1.688
H 1.260 0.350 1.883
H 1.201 1.457 3.692
H 1.591 0.023 4.047
*
```



Order of stability, best first: <B>, <A>, <C>



<A>
Below is a molecular structure, C14H40O6, with properties calculated with wB97M-V/def2-TZVPD.

Properties
**LUMO**: 0.64 eV
**Frontier orbital gap**: 0.341 Ha

```
! RIJCOSX wB97M-V def2-TZVPD def2/J DEFGRID3
* xyz 0 1
C -0.418 -0.757 2.910
O 0.460 0.342 2.849
H -0.912 -0.712 3.880
H -1.143 -0.702 2.098
H 0.188 -1.660 2.839
H -0.079 1.035 2.459
C -0.571 -1.005 -0.361
O 0.701 -0.976 -0.944
H -0.556 -1.536 0.591
H -0.987 -0.046 -0.054
H -1.320 -1.496 -0.982
H 1.339 -0.570 -0.352
C 2.960 -1.485 2.655
C 3.857 -0.948 1.515
C 3.291 0.125 0.636
O 5.106 -0.552 1.953
H 2.513 -0.642 3.183
H 3.443 -2.195 3.326
H 2.287 -2.082 2.039
H 3.977 -1.860 0.929
H 2.415 -0.324 0.169
H 3.896 0.353 -0.242
H 3.017 0.978 1.256
H 5.555 -1.377 2.152
C 1.610 -1.057 -4.445
C 0.271 -0.909 -3.651
C -0.210 -2.175 -3.064
O 0.370 0.084 -2.636
H 2.352 -1.634 -3.891
H 1.978 -0.042 -4.593
H 1.348 -1.562 -5.375
H -0.449 -0.497 -4.358
H -1.028 -1.962 -2.377
H 0.512 -2.668 -2.413
H -0.518 -2.857 -3.857
H 0.403 -0.272 -1.746
C 0.613 1.399 0.522
C -0.016 2.357 1.586
C -0.580 3.618 0.900
O -1.062 1.599 2.085
H 0.068 1.220 -0.405
H 0.753 0.433 1.005
H 1.513 1.875 0.134
H 0.706 2.617 2.360
H -1.666 3.706 0.880
H -0.365 3.646 -0.169
H -0.186 4.539 1.329
H -1.877 1.875 1.659
C -3.453 -0.060 -1.534
C -4.094 0.573 -0.335
C -3.430 0.127 1.005
O -3.839 1.963 -0.337
H -3.456 -1.140 -1.388
H -2.446 0.348 -1.616
H -4.009 0.241 -2.421
H -5.176 0.452 -0.282
H -2.347 0.241 1.059
H -3.604 -0.925 1.231
H -3.801 0.666 1.877
H -3.904 2.271 -1.244
*
```



<B>
Below is 6 unconnected molecules or ions with the total composition C14H40O6, with properties calculated with wB97M-V/def2-TZVPD.

Properties
**SMILES**: CC(C)O.CC(C)O.CC(C)O.CC(C)O.CO.CO
**LUMO**: 0.48 eV
**Frontier orbital gap**: 0.384 Ha

```
! RIJCOSX wB97M-V def2-TZVPD def2/J DEFGRID3
* xyz 0 1
C 1.749 -1.399 -0.634
C 1.322 -0.119 -1.354
C 0.944 -0.406 -2.845
O 0.131 0.351 -0.729
H 0.915 -2.034 -0.337
H 2.107 -1.143 0.364
H 2.570 -1.923 -1.124
H 2.124 0.618 -1.309
H 0.659 0.533 -3.319
H 0.031 -0.999 -2.804
H 1.791 -0.792 -3.412
H 0.173 0.201 0.219
C 6.042 -3.477 3.570
C 5.417 -2.074 3.507
C 4.750 -1.878 2.111
O 4.452 -1.811 4.455
H 6.343 -3.669 4.600
H 6.963 -3.429 2.989
H 5.457 -4.337 3.246
H 6.243 -1.408 3.755
H 4.275 -0.898 2.066
H 3.945 -2.607 2.008
H 5.492 -2.025 1.326
H 4.606 -2.537 5.064
C -4.415 2.214 -4.025
C -3.679 1.030 -4.664
C -2.427 0.518 -3.976
O -4.621 0.017 -4.775
H -4.419 2.141 -2.937
H -5.476 2.187 -4.274
H -3.836 3.102 -4.275
H -3.296 1.347 -5.634
H -2.399 0.460 -2.888
H -1.655 1.227 -4.276
H -2.176 -0.484 -4.325
H -4.815 -0.349 -3.909
C -3.550 4.384 0.454
C -4.011 3.142 -0.318
C -2.887 2.174 -0.582
O -5.009 2.439 0.359
H -2.739 4.991 0.051
H -3.366 4.128 1.497
H -4.376 5.066 0.655
H -4.433 3.516 -1.251
H -2.156 2.546 -1.299
H -3.231 1.245 -1.038
H -2.241 1.980 0.274
H -5.082 1.649 -0.182
C 0.418 1.542 2.353
O 0.354 0.218 2.241
H 1.384 1.904 2.704
H 0.117 2.072 1.449
H -0.344 1.814 3.083
H 0.847 -0.167 2.970
C 1.138 -3.558 2.644
O -0.255 -3.691 2.536
H 1.655 -3.922 3.532
H 1.629 -4.193 1.906
H 1.399 -2.519 2.442
H -0.547 -2.909 2.063
*
```



Order of stability, best first: <B>, <A>



<A>
Below is C4H2ClNOS in the gas phase, with properties calculated with wB97M-V/def2-TZVPD.

Properties
**LUMO**: -0.46 eV
**Frontier orbital gap**: 0.266 Ha

```
! RIJCOSX wB97M-V def2-TZVPD def2/J DEFGRID3
* xyz 0 1
C -0.738 0.938 -0.247
C 0.981 -0.887 0.075
C -1.714 -0.031 -0.456
C 1.914 -0.089 0.465
N -1.523 -1.345 -0.554
O -0.090 1.916 -0.369
S -0.165 -2.009 -0.122
Cl -3.235 0.743 -0.007
H 2.782 0.312 -0.193
H 1.788 0.452 1.407
*
```



<B>
Below is C4H2ClNOS in the gas phase, with properties calculated with wB97M-V/def2-TZVPD.

Properties
**SMILES**: N#C/C(=C\Cl)C(=O)S
**LUMO**: -1.26 eV
**Frontier orbital gap**: 0.330 Ha

```
! RIJCOSX wB97M-V def2-TZVPD def2/J DEFGRID3
* xyz 0 1
N -0.228 2.884 0.008
C -0.302 1.710 -0.256
C -0.471 0.281 -0.299
C -1.542 -0.553 0.121
Cl -3.139 0.011 -0.041
C 0.824 -0.538 -0.150
O 0.848 -1.776 -0.205
S 2.278 0.398 0.035
H -1.440 -1.715 0.627
H 3.170 -0.702 0.161
*
```



<C>
Below is C4H2ClNOS in the gas phase, with properties calculated with wB97M-V/def2-TZVPD.

Properties
**SMILES**: N#C/C(=C\Cl)OC=S
**LUMO**: -0.45 eV
**Frontier orbital gap**: 0.333 Ha

```
! RIJCOSX wB97M-V def2-TZVPD def2/J DEFGRID3
* xyz 0 1
N 1.354 -2.230 -0.196
C 0.883 -1.185 -0.269
C 0.286 0.123 -0.339
C 0.827 1.150 -0.975
Cl 2.317 1.072 -1.799
O -0.955 0.317 0.222
C -1.371 -0.459 1.252
S -2.788 -0.237 1.978
H 0.315 2.119 -1.017
H -0.684 -1.245 1.543
*
```



Order of stability, best first: <C>, <B>, <A>



<A>
Below is C11H14O2S2 in the gas phase, with properties calculated with wB97M-V/def2-TZVPD.

Properties
**SMILES**: Oc1ccc([C@@]2(S)CCC[C@H]2S)c(O)c1
**LUMO**: 0.55 eV
**Frontier orbital gap**: 0.322 Ha

```
! RIJCOSX wB97M-V def2-TZVPD def2/J DEFGRID3
* xyz 0 1
O 2.865 -3.832 0.404
C 2.190 -2.629 0.332
C 1.724 -2.035 1.452
C 0.962 -0.901 1.391
C 0.634 -0.373 0.205
C -0.253 0.850 0.167
S 0.824 2.349 0.157
C -1.098 1.206 -1.345
C -2.368 1.827 -0.886
C -2.176 2.155 0.629
C -1.319 0.970 1.174
S -2.317 -0.609 1.338
C 1.208 -0.801 -0.999
O 1.118 -0.155 -2.166
C 1.954 -1.979 -0.902
H 3.664 -3.848 -0.103
H 1.985 -2.587 2.305
H 0.469 -0.617 2.304
H 1.592 2.404 1.127
H -1.225 0.343 -2.021
H -0.276 1.728 -1.904
H -3.187 1.077 -1.007
H -2.490 2.800 -1.365
H -1.597 3.055 0.807
H -3.049 2.401 1.033
H -1.099 1.038 2.233
H -2.790 -0.744 0.194
H 1.610 -0.700 -2.761
H 2.444 -2.394 -1.794
*
```



<B>
Below is 2 unconnected molecules or ions with the total composition C11H14O2S2, with properties calculated with wB97M-V/def2-TZVPD.

Properties
**LUMO (alpha / beta)**: -0.13 / -0.04 eV
**Frontier orbital gap (alpha / beta)**: 0.322 / 0.295 Ha

```
! RIJCOSX wB97M-V def2-TZVPD def2/J DEFGRID3
* xyz 0 1
C -0.734 -1.695 -0.144
C 0.653 -0.655 1.539
C -0.303 -0.755 -1.072
C 1.055 0.299 0.608
C -0.233 -1.602 1.122
C 0.586 0.247 -0.699
C -2.076 -4.270 2.859
C -0.894 -3.751 3.007
C -0.311 3.115 -0.497
C 0.995 1.276 -1.731
C -0.102 2.386 -1.818
O 2.273 1.822 -1.534
O -1.324 1.853 -2.211
S 0.421 -3.859 4.074
S 0.454 3.613 -3.109
H -1.432 -2.467 -0.429
H 1.034 -0.627 2.549
H -0.665 -0.805 -2.088
H 1.747 1.068 0.925
H -2.439 -5.104 3.452
H -2.758 -3.904 2.108
H -0.649 2.411 0.260
H -1.079 3.870 -0.638
H 0.605 3.603 -0.176
H 1.046 0.790 -2.714
H 2.328 2.175 -0.638
H -1.295 1.619 -3.148
H 1.349 -3.985 3.115
H 1.747 3.336 -2.972
*
```



Order of stability, best first: <A>, <B>